Record 1
ORCA calculation (the ωB97M-V functional and the def2-TZVPD basis) on a molecular structure, C4H6O2.

```
12
Properties=species:S:1:pos:R:3:lowdin_charge:R:1
C 0.522 -0.531 -1.638 0.143
O -0.710 -1.321 -0.583 0.000
C 0.069 -0.121 -0.302 -0.518
C 0.691 -0.121 1.089 -0.097
O -0.087 1.027 1.464 -0.098
C -0.654 1.142 0.150 -0.104
H -1.345 -1.064 -1.286 0.123
H 1.352 -1.244 -1.487 0.034
H 1.768 0.089 1.103 0.128
H 0.475 -1.004 1.702 0.131
H -1.751 1.094 0.158 0.129
H -0.329 2.053 -0.368 0.129
```

Strongest force on any atom (eV/Å): 0.83
E_HOMO (Ha): -0.32592
LUMO energy (eV): 0.7
Orbital gap (eV): 9.558
Relative energy (zero: lowest compared OMol25 entry of this formula, charge and spin) (kJ/mol): 548.0
M (g mol⁻¹): 86.09
Total energy (Ha): -306.29759

=====

Record 2
ORCA calculation (the ωB97M-V functional and the def2-TZVPD basis) on a molecular structure, C45H43IrN8O4S2Te.

```
104
Properties=species:S:1:pos:R:3:mulliken_spin:R:1
Ir 1.692 0.465 -0.354 -0.011
C 4.091 -0.669 4.602 -0.002
C 3.533 0.592 4.436 0.002
C 2.573 0.810 3.460 -0.013
C 2.164 -0.238 2.639 0.021
C 2.721 -1.500 2.807 -0.005
C 3.682 -1.714 3.785 0.005
N 1.222 0.016 1.598 0.020
C 0.017 0.509 1.898 0.005
C -0.596 0.464 3.187 0.042
C -1.857 0.953 3.365 -0.030
C -2.602 1.545 2.309 0.004
C -2.042 1.644 1.074 -0.004
C -0.746 1.130 0.856 0.020
N -0.061 1.258 -0.322 -0.007
N -0.519 1.912 -1.328 0.009
C 0.388 1.913 -2.386 -0.004
C 0.066 2.565 -3.568 0.002
C 0.971 2.545 -4.612 -0.002
C 2.178 1.875 -4.461 0.001
C 2.442 1.252 -3.256 0.001
N 1.574 1.272 -2.244 0.004
H 4.844 -0.835 5.361 -0.001
H 3.856 1.416 5.058 0.000
H 2.152 1.796 3.310 0.000
H 2.408 -2.311 2.163 -0.008
H 4.111 -2.700 3.908 0.000
H -0.046 0.035 4.014 0.009
H -2.304 0.896 4.350 0.001
H -3.599 1.916 2.499 0.000
H -2.557 2.109 0.244 0.000
H -0.871 3.098 -3.634 0.002
H 0.741 3.062 -5.533 0.000
H 2.909 1.837 -5.255 0.000
H 3.367 0.722 -3.070 0.000
O -3.509 -2.369 -1.179 0.016
C -4.196 -1.399 -0.838 0.047
O -4.293 -0.868 0.300 0.035
C -5.054 -0.727 -1.942 0.007
N -5.612 0.511 -1.282 0.000
C -4.955 1.713 -1.905 0.000
C -3.725 1.138 -2.596 -0.001
C -4.216 -0.216 -3.106 0.000
H -5.863 -1.394 -2.231 0.000
H -5.284 0.321 -0.285 0.001
H -6.625 0.563 -1.308 0.000
H -4.739 2.450 -1.136 0.000
H -5.657 2.138 -2.622 0.000
H -2.915 1.021 -1.872 0.000
H -3.372 1.793 -3.390 0.000
H -3.413 -0.916 -3.319 0.000
H -4.825 -0.099 -4.004 0.000
N 0.794 6.214 -3.938 0.000
C 1.345 5.655 -2.788 -0.001
C 0.579 5.510 -1.632 0.000
C 1.105 4.883 -0.516 0.000
C 2.403 4.399 -0.547 0.001
C 3.184 4.548 -1.689 0.000
C 2.657 5.169 -2.802 0.000
S 3.061 3.551 0.845 -0.001
O 2.113 3.706 1.912 0.000
O 4.436 3.927 1.044 0.000
N 3.048 2.016 0.345 0.002
C 4.114 1.203 0.259 0.001
S 5.781 1.341 0.639 0.000
C 5.999 -0.306 0.129 0.000
C 4.837 -0.849 -0.285 0.000
N 3.768 0.012 -0.213 0.000
H 0.022 6.843 -3.776 0.000
H 1.463 6.609 -4.580 0.000
H -0.435 5.892 -1.608 0.000
H 0.519 4.772 0.387 0.000
H 4.206 4.191 -1.691 0.000
H 3.262 5.291 -3.693 0.000
H 6.970 -0.769 0.162 0.000
H 4.696 -1.854 -0.652 0.000
C -2.832 -4.169 1.029 0.032
Te -1.664 -2.412 0.933 0.601
C -0.743 -3.143 2.706 0.052
C -1.349 -4.486 3.018 0.015
C -0.909 -5.233 4.108 0.010
C -1.469 -6.469 4.378 -0.001
C -2.478 -6.968 3.560 -0.001
C -2.919 -6.229 2.478 0.010
C -2.357 -4.984 2.200 0.023
H -2.714 -4.664 0.065 0.011
H -3.872 -3.851 1.105 0.014
H -0.892 -2.410 3.502 0.018
H 0.331 -3.201 2.517 0.016
H -0.124 -4.842 4.744 0.000
H -1.123 -7.046 5.225 0.000
H -2.917 -7.934 3.769 0.000
H -3.704 -6.616 1.840 0.001
C -0.048 -3.830 -1.831 0.025
C -0.583 -2.662 -2.357 -0.015
C -0.088 -1.423 -1.968 -0.039
C 0.952 -1.303 -1.041 0.053
C 1.500 -2.496 -0.553 0.004
C 1.012 -3.741 -0.933 -0.009
H -0.431 -4.796 -2.135 0.002
H -1.407 -2.719 -3.056 0.000
H -0.547 -0.537 -2.397 0.005
H 2.334 -2.450 0.136 0.006
H 1.466 -4.642 -0.537 0.000
```

Spin multiplicity: 2
Strongest force on any atom (eV/Å): 0.13
E_HOMO (alpha / beta) (Ha): -0.34539 / -0.34558
LUMO energy (alpha / beta) (eV): -3.4 / -4.3
Expectation value of S²: 0.7540
Orbital gap (alpha / beta) (eV): 5.990 / 5.099
Relative energy (zero: lowest compared OMol25 entry of this formula, charge and spin) (kJ/mol): 0.0
Charge: +1
M (g mol⁻¹): 1143.84
Total energy (Ha): -3648.18388

=====

Record 3
ORCA calculation (the ωB97M-V functional and the def2-TZVPD basis) on C12H17N3O2S2 in the gas phase.

```
36
Properties=species:S:1:pos:R:3:lowdin_charge:R:1
C -6.132 -1.577 0.911 -0.103
C -5.121 -0.617 0.397 -0.571
C -3.849 -0.863 -0.005 -0.084
C -3.164 0.306 -0.447 -0.242
C -1.785 0.384 -0.938 -0.433
O -1.267 1.395 -1.393 0.053
N -1.092 -0.789 -0.918 0.053
N 0.249 -0.735 -1.288 0.024
C 1.152 -1.470 -0.592 -0.869
S 0.636 -2.632 0.481 0.626
N 2.462 -1.331 -0.871 0.002
C 3.107 -0.246 -1.566 -0.117
C 3.646 0.824 -0.595 -0.314
C 2.575 1.489 0.279 -0.123
C 3.331 1.738 1.581 -0.147
C 4.224 0.501 1.635 -0.192
O 4.583 0.224 0.291 -0.104
C -3.951 1.420 -0.364 -0.344
S -5.509 1.073 0.245 1.057
H -5.706 -2.577 0.957 0.082
H -7.007 -1.597 0.263 0.078
H -6.462 -1.289 1.908 0.077
H -3.422 -1.849 0.003 0.116
H -1.278 -1.573 -0.294 0.044
H 0.457 0.189 -1.664 0.128
H 3.074 -1.893 -0.297 0.123
H 2.425 0.212 -2.283 0.124
H 3.957 -0.662 -2.113 0.130
H 4.180 1.579 -1.193 0.150
H 1.753 0.797 0.467 0.105
H 2.177 2.394 -0.174 0.122
H 3.939 2.640 1.502 0.116
H 2.678 1.819 2.446 0.115
H 3.675 -0.353 2.057 0.122
H 5.143 0.647 2.205 0.121
H -3.678 2.421 -0.632 0.080
```

Strongest force on any atom (eV/Å): 0.70
E_HOMO (Ha): -0.31425
LUMO energy (eV): 0.6
Orbital gap (eV): 9.197
SMILES: Cc1cc(C(=O)NNC(=S)NC[C@H]2CCCO2)cs1
M (g mol⁻¹): 299.42
Total energy (Ha): -1578.58869

=====

Record 4
ORCA calculation (the ωB97M-V functional and the def2-TZVPD basis) on a molecular structure, C43H42IN8O3S2Tl at a distorted geometry.

```
100
Properties=species:S:1:pos:R:3:lowdin_charge:R:1
Tl -0.188 0.232 0.561 0.866
C -3.570 -6.549 -2.001 -0.042
C -3.312 -5.107 -1.666 -0.254
C -4.356 -4.179 -1.619 -0.035
C -4.114 -2.872 -1.276 0.005
C -2.808 -2.389 -0.974 -0.205
N -2.571 -1.105 -0.628 0.141
C -3.540 -0.326 -0.027 -0.244
C -4.377 -0.797 0.998 -0.019
C -5.253 0.038 1.663 -0.042
C -5.339 1.389 1.340 -0.269
C -6.200 2.337 2.131 -0.038
C -4.539 1.866 0.308 0.022
C -3.656 1.043 -0.365 -0.127
N -2.917 1.597 -1.443 -0.088
C -3.424 2.410 -2.411 -0.065
C -2.387 2.737 -3.241 -0.055
C -1.273 2.070 -2.692 -0.141
N -1.600 1.381 -1.614 0.033
C -1.741 -3.326 -1.130 -0.113
C -2.020 -4.646 -1.439 0.023
N -0.381 -2.971 -0.951 -0.088
C 0.620 -3.807 -0.542 -0.098
C 1.793 -3.125 -0.675 -0.110
C 1.414 -1.867 -1.194 -0.218
N 0.108 -1.776 -1.359 0.023
H -4.620 -6.796 -1.848 0.077
H -2.963 -7.211 -1.384 0.083
H -3.328 -6.757 -3.047 0.089
H -5.367 -4.494 -1.852 0.116
H -4.930 -2.165 -1.261 0.117
H -4.284 -1.833 1.297 0.125
H -5.870 -0.364 2.458 0.119
H -6.890 1.797 2.778 0.077
H -6.776 2.990 1.474 0.082
H -5.567 2.970 2.757 0.088
H -4.578 2.917 0.042 0.131
H -4.468 2.675 -2.428 0.125
H -2.415 3.366 -4.117 0.096
H -0.251 2.078 -3.040 0.107
H -1.195 -5.341 -1.538 0.121
H 0.425 -4.786 -0.134 0.128
H 2.783 -3.474 -0.431 0.092
H 2.043 -1.029 -1.457 0.104
I 2.546 -1.492 2.295 1.055
C 3.679 0.267 2.420 -0.644
C 4.623 0.376 3.395 -0.174
C 5.387 1.559 3.487 -0.068
C 5.199 2.573 2.596 -0.040
C 4.242 2.467 1.560 -0.181
C 4.040 3.506 0.615 -0.033
C 3.135 3.387 -0.400 -0.081
C 2.360 2.203 -0.526 -0.126
C 2.545 1.246 0.404 -0.079
C 3.457 1.281 1.465 -0.273
H 4.776 -0.426 4.103 0.099
H 6.122 1.647 4.278 0.111
H 5.791 3.480 2.655 0.120
H 4.618 4.417 0.723 0.121
H 2.978 4.193 -1.105 0.108
H 1.632 2.114 -1.327 0.086
N -1.889 3.659 8.148 0.092
C -0.951 3.462 7.140 -0.326
C -0.415 4.550 6.447 -0.031
C 0.571 4.362 5.493 -0.057
C 1.023 3.079 5.208 -0.278
C 0.497 1.991 5.889 -0.066
C -0.476 2.179 6.853 -0.040
S 2.083 2.810 3.814 0.595
O 2.811 4.039 3.591 -0.335
O 2.848 1.622 4.092 -0.341
N 1.068 2.465 2.618 -0.122
C 0.453 3.388 1.846 -0.688
S 0.844 5.133 1.722 1.008
C -0.342 5.304 0.475 -0.432
C -0.913 4.116 0.214 -0.284
N -0.488 3.045 0.972 -0.047
H -2.363 4.543 8.166 0.083
H -2.448 2.870 8.418 0.082
H -0.782 5.549 6.661 0.109
H 1.005 5.205 4.970 0.103
H 0.867 0.997 5.660 0.116
H -0.889 1.326 7.384 0.107
H -0.536 6.259 0.008 0.053
H -1.681 3.960 -0.534 0.083
C -2.343 0.988 3.273 -0.065
C -2.251 -0.429 3.773 -0.262
O -1.566 -1.238 2.816 -0.270
C -1.334 -2.541 3.307 -0.283
C -0.899 -3.431 2.163 -0.070
H -2.933 1.594 3.965 0.091
H -2.825 1.014 2.294 0.044
H -1.354 1.439 3.195 0.049
H -3.256 -0.845 3.923 0.114
H -1.723 -0.473 4.733 0.120
H -2.255 -2.933 3.758 0.121
H -0.567 -2.512 4.088 0.118
H -1.701 -3.529 1.427 0.071
H -0.645 -4.423 2.543 0.091
H -0.021 -3.010 1.667 0.013
```

Strongest force on any atom (eV/Å): 2.59
E_HOMO (alpha / beta) (Ha): -0.24519 / -0.24491
LUMO energy (alpha / beta) (eV): -2.0 / -0.5
Orbital gap (alpha / beta) (eV): 4.628 / 6.187
Relative energy (zero: lowest compared OMol25 entry of this formula, charge and spin) (kJ/mol): 268.9
M (g mol⁻¹): 1114.28
Total energy (Ha): -3593.95178